(1)
The following is a quantum chemistry calculation of a 4-piece molecular cluster, C5H11BO overall at a distorted geometry, from the Open Molecules 2025 dataset.

Structure (XYZ):
```
18
Properties=species:S:1:pos:R:3:mulliken_charge:R:1
B -2.747 1.246 -1.425 0.3384
C 0.564 1.151 -0.488 -0.0840
C -0.058 0.067 -0.108 -0.0963
C 2.013 1.466 -0.192 -1.2503
C -1.287 -0.984 1.619 -1.0891
C -0.678 -0.988 0.359 -0.0279
O -1.936 0.715 -2.097 -0.3518
H 2.548 -3.471 -0.719 0.0517
H -3.522 1.859 -0.805 0.0017
H 0.193 1.852 -1.216 0.3234
H 2.555 1.514 -1.057 0.3730
H 2.059 2.483 0.208 0.3324
H 2.466 0.831 0.639 0.2775
H -1.242 -0.070 2.053 0.4468
H -0.670 -1.610 2.329 0.2907
H -2.352 -1.399 1.614 0.2674
H -0.878 -1.831 -0.415 0.2466
H 2.972 -2.830 -0.298 -0.0501
```

Properties
F_max: 0.1043 hartree/bohr
relative energy (zero: lowest compared OMol25 entry of this formula, charge and spin): 68.8 kcal/mol
E_tot: -8084.1947 eV

(2)
The following is a quantum chemistry calculation of a 3-piece molecular cluster, C5H11BO2 overall at a distorted geometry, from the Open Molecules 2025 dataset.

Structure (XYZ):
```
19
Properties=species:S:1:pos:R:3:mulliken_charge:R:1
B -1.354 -1.787 -2.312 0.3311
C -1.498 -1.475 1.976 0.0969
C -0.649 1.338 0.029 -1.0478
C 0.628 1.057 -0.119 0.9043
C 1.003 -0.029 -1.039 -1.2233
C 1.758 1.754 0.638 -1.4092
O -1.161 -2.500 2.454 -0.4094
O -2.078 -1.340 -1.527 -0.3275
H -0.629 -2.204 -3.129 0.0018
H -0.780 -0.760 1.696 0.1053
H -2.580 -1.247 1.776 0.2063
H -0.921 2.015 0.880 0.2267
H -1.497 0.814 -0.209 0.4860
H 0.624 -0.953 -0.673 0.2042
H 2.022 -0.284 -0.895 0.3923
H 0.717 0.131 -2.004 0.3975
H 2.592 2.072 0.034 0.3840
H 2.333 0.904 1.062 0.3313
H 1.469 2.493 1.361 0.3499
```

Properties
F_max: 0.0880 hartree/bohr
relative energy (zero: lowest compared OMol25 entry of this formula, charge and spin): 81.1 kcal/mol
E_tot: -10132.9101 eV
SMILES: C=C(C)C.B=O.C=O

(3)
The following is a quantum chemistry calculation of C5H11BOSSr as an isolated structure at a distorted geometry, from the Open Molecules 2025 dataset.

Structure (XYZ):
```
20
Properties=species:S:1:pos:R:3:mulliken_charge:R:1
C -0.702 1.015 -2.843 -1.1859
C 0.002 0.889 -1.463 -0.3144
B -0.452 -0.404 -0.741 0.1028
S -0.431 -2.049 -1.544 -0.3276
C -0.951 -0.359 0.791 -0.4240
C 0.152 0.258 1.563 0.2861
C 1.254 -0.844 2.230 -1.4361
O 0.120 0.131 2.908 -0.5812
H -0.134 0.479 -3.587 0.3399
H -1.699 0.601 -2.793 0.3281
H -0.760 2.061 -3.108 0.3598
H 1.083 0.876 -1.602 0.3224
H -0.270 1.764 -0.870 0.3191
H 0.880 -2.097 -1.792 0.1834
H -1.766 0.354 0.958 0.3204
H -1.125 -1.337 1.218 0.2099
H 0.614 1.155 1.183 0.5664
H 1.780 -0.780 3.175 0.8007
H 2.072 -0.241 1.771 0.2553
Sr 0.333 -1.473 4.544 1.8749
```

Properties
F_max: 0.0519 hartree/bohr
E_tot: -19737.2089 eV
net charge: +2

(4)
The following is a quantum chemistry calculation of an isolated ion of composition C5H11BrN4O2P and charge +1 at a distorted geometry, from the Open Molecules 2025 dataset.

Structure (XYZ):
```
24
Properties=species:S:1:pos:R:3:mulliken_charge:R:1
C 1.811 -1.481 1.014 -1.0707
C 2.358 -0.333 0.100 -0.4881
C 1.549 0.993 0.231 -0.6789
C 1.175 1.569 -1.136 -0.6774
O 0.352 0.691 -1.975 -0.3419
C -0.521 0.011 -1.349 0.4391
N -0.606 -1.322 -1.510 -0.2401
N -1.598 -1.731 -0.782 -0.3045
N -2.127 -0.726 -0.186 0.6705
P -3.584 -0.988 0.876 0.2325
O -4.688 -0.039 0.151 -0.4038
Br -3.053 -0.070 2.844 -0.0758
N -1.481 0.401 -0.519 0.0426
H 1.017 -1.134 1.679 0.2731
H 2.646 -1.890 1.587 0.3375
H 1.475 -2.298 0.368 0.2591
H 2.423 -0.646 -0.947 0.3688
H 3.390 -0.157 0.412 0.4803
H 0.707 0.915 0.928 0.4183
H 2.237 1.722 0.674 0.3827
H 0.754 2.578 -1.038 0.3435
H 2.107 1.706 -1.689 0.3903
H -4.668 0.874 0.494 0.3516
H -1.674 1.352 -0.227 0.2910
```

Properties
F_max: 0.0417 hartree/bohr
E_tot: -94741.9207 eV
SMILES: CCCCOc1nnn(P(O)Br)[nH+]1
net charge: +1

(5)
The following is a quantum chemistry calculation of a 2-piece molecular cluster, C5H11BrO2 overall at a distorted geometry, from the Open Molecules 2025 dataset.

Structure (XYZ):
```
19
Properties=species:S:1:pos:R:3:mulliken_charge:R:1
C 1.558 -0.369 -0.905 -1.0732
C -0.056 -1.608 0.991 -1.2668
C -0.424 1.957 0.443 -0.5868
C -1.069 0.806 -0.218 -0.6610
C 0.229 -1.123 -0.433 0.9116
O 0.050 1.725 1.772 -0.4971
O -0.407 -1.887 -1.317 -0.4677
Br -1.425 1.243 -2.111 -0.2400
H 2.375 -0.735 -0.321 0.3838
H 1.723 -0.553 -1.961 0.3351
H 1.438 0.631 -0.403 0.1926
H -1.140 -1.402 1.118 0.3180
H 0.183 -2.702 0.903 0.3845
H 0.468 -1.042 1.760 0.2615
H -1.174 2.753 0.611 0.3475
H 0.379 2.478 -0.150 0.3602
H -1.961 0.539 0.280 0.6002
H -0.356 0.884 2.123 0.3017
H -0.393 -1.595 -2.180 0.3960
```

Properties
F_max: 0.0804 hartree/bohr
relative energy (zero: lowest compared OMol25 entry of this formula, charge and spin): 54.2 kcal/mol
E_tot: -79497.5185 eV

(6)
The following is a quantum chemistry calculation of a 2-piece molecular cluster, C5H11BrO2 overall at a distorted geometry, from the Open Molecules 2025 dataset.

Structure (XYZ):
```
19
Properties=species:S:1:pos:R:3:mulliken_charge:R:1
C -0.802 1.052 -1.359 -1.5214
C -1.553 0.872 1.080 -1.9397
C 1.191 -1.954 -0.372 -0.4476
C 1.338 -0.649 0.487 -0.2900
C -0.411 1.163 0.139 1.0577
O -0.107 -2.636 -0.168 -0.4885
O 0.356 2.208 0.536 -0.4640
Br 2.893 0.404 0.204 -0.2092
H -1.417 1.810 -1.519 0.5957
H 0.094 1.162 -2.012 0.2815
H -1.438 0.183 -1.406 0.3381
H -1.323 1.022 2.052 0.5296
H -2.358 1.582 1.091 0.4727
H -2.041 -0.007 1.121 0.5034
H 2.040 -2.572 -0.389 0.4724
H 1.116 -1.660 -1.490 0.1941
H 1.211 -0.858 1.631 0.2943
H 0.056 -3.351 0.386 0.2770
H 1.155 2.231 -0.013 0.3441
```

Properties
F_max: 0.0991 hartree/bohr
relative energy (zero: lowest compared OMol25 entry of this formula, charge and spin): 75.3 kcal/mol
E_tot: -79496.6029 eV

(7)
The following is a quantum chemistry calculation of a 2-piece molecular cluster, C5H11ClN overall at a distorted geometry, from the Open Molecules 2025 dataset.

Structure (XYZ):
```
18
Properties=species:S:1:pos:R:3:mulliken_charge:R:1
C -0.725 0.183 0.283 0.1621
C -0.978 -2.248 0.672 -1.1814
C -0.494 2.003 -1.206 -0.9598
C 1.486 1.116 -0.046 -0.9904
C -0.429 -0.945 1.182 0.0423
N 0.018 1.045 -0.261 0.1054
Cl -3.112 0.358 -0.238 -0.1561
H -0.812 -3.213 1.368 0.2953
H -2.035 -2.304 0.419 0.3756
H -0.501 -2.430 -0.277 0.3667
H -0.609 1.442 -2.165 0.3825
H 0.274 2.879 -1.274 0.3738
H -1.465 2.297 -0.947 0.4146
H 1.881 1.709 -0.953 0.3902
H 2.050 0.196 -0.150 0.4068
H 1.731 1.469 0.929 0.3727
H -0.932 -0.529 2.139 0.2795
H 0.722 -0.975 1.391 0.3203
```

Properties
F_max: 0.0765 hartree/bohr
relative energy (zero: lowest compared OMol25 entry of this formula, charge and spin): 84.1 kcal/mol
E_tot: -19365.6784 eV
net charge: +1

(8)
The following is a quantum chemistry calculation of an isolated ion of composition C5H11ClN and charge +1 at a distorted geometry, from the Open Molecules 2025 dataset.

Structure (XYZ):
```
18
Properties=species:S:1:pos:R:3:mulliken_charge:R:1
C 1.711 1.084 -1.457 -0.6435
C 1.339 0.309 -0.475 0.3624
C 0.045 1.426 1.293 -1.2989
C -0.571 -1.751 -0.568 -1.0011
C -0.030 0.404 0.166 -0.3276
N -0.375 -0.967 0.631 -0.1485
Cl 2.382 -0.731 0.458 -0.1586
H 2.783 0.915 -1.768 0.2709
H 0.937 1.743 -1.846 0.3056
H -0.935 1.838 1.343 0.3965
H 0.761 2.253 1.018 0.3665
H 0.457 0.931 2.238 0.3389
H 0.328 -1.798 -0.985 0.4621
H -0.873 -2.602 -0.114 0.4750
H -1.318 -1.254 -1.250 0.3038
H -0.672 0.776 -0.526 0.4967
H -1.323 -0.933 1.222 0.4281
H 0.414 -1.257 1.149 0.3718
```

Properties
F_max: 0.1162 hartree/bohr
relative energy (zero: lowest compared OMol25 entry of this formula, charge and spin): 42.9 kcal/mol
E_tot: -19367.4655 eV
SMILES: C=C(Cl)[C@H](C)[NH2+]C
net charge: +1

(9)
The following is a quantum chemistry calculation of an isolated ion of composition C5H11ClN and charge +1 at a distorted geometry, from the Open Molecules 2025 dataset.

Structure (XYZ):
```
18
Properties=species:S:1:pos:R:3:mulliken_charge:R:1
C -0.579 -0.564 -0.044 0.4240
C 0.777 -0.850 0.663 -0.8337
C -0.608 0.892 -0.045 0.4189
C -0.467 -1.160 -1.516 -1.6729
C 0.133 1.780 -1.039 -1.3915
N 0.613 -0.710 2.150 -0.1164
Cl -1.069 1.643 1.442 -0.1346
H -1.412 -0.822 0.508 0.4948
H 1.682 -0.181 0.414 0.2815
H 0.478 -1.442 -1.871 0.4319
H -0.907 -0.534 -2.266 0.4519
H -1.003 -2.029 -1.750 0.4077
H 0.418 2.668 -0.633 0.5112
H -0.573 2.286 -1.668 0.4336
H 0.771 1.117 -1.724 0.3055
H 1.490 -1.099 2.504 0.3945
H -0.175 -1.276 2.329 0.3386
H 0.433 0.281 2.547 0.2551
```

Properties
F_max: 0.0821 hartree/bohr
relative energy (zero: lowest compared OMol25 entry of this formula, charge and spin): 94.0 kcal/mol
E_tot: -19365.2476 eV
net charge: +1

(10)
The following is a quantum chemistry calculation of a 2-piece molecular cluster, C5H11ClN3O3P overall at a distorted geometry, from the Open Molecules 2025 dataset.

Structure (XYZ):
```
24
Properties=species:S:1:pos:R:3:mulliken_charge:R:1
O 2.868 2.312 0.660 -0.5172
P 2.748 0.680 0.828 0.1900
Cl 2.364 0.637 2.831 -0.2047
N 1.155 0.411 0.242 0.1824
C 0.021 0.809 0.822 -0.0915
N -0.974 -0.006 1.167 -0.1005
C -2.200 0.671 0.659 -0.4930
C -1.776 2.174 0.733 -0.4668
N -0.340 2.090 1.118 -0.2053
H 2.617 2.530 -0.247 0.3435
H 1.085 -0.250 -0.603 0.4248
H -0.810 -0.969 0.772 0.4548
H -2.257 0.410 -0.392 0.2722
H -3.065 0.373 1.232 0.3648
H -2.350 2.767 1.429 0.3346
H -1.851 2.558 -0.278 0.2672
H 0.216 2.775 0.627 0.2372
C 0.355 -3.423 -1.999 -1.0411
C 0.373 -2.131 -1.200 0.8274
O 0.003 -2.146 -0.002 -0.8384
O 0.753 -1.076 -1.783 -0.8051
H 0.007 -4.252 -1.390 0.2900
H -0.301 -3.305 -2.861 0.2968
H 1.358 -3.641 -2.365 0.2779
```

Properties
F_max: 0.0389 hartree/bohr
E_tot: -37788.9384 eV

(11)
The following is a quantum chemistry calculation of C5H11ClO2Si as an isolated structure at a distorted geometry, from the Open Molecules 2025 dataset.

Structure (XYZ):
```
20
Properties=species:S:1:pos:R:3:mulliken_charge:R:1
Cl 2.492 0.223 -1.294 -0.1770
O -0.669 -0.201 -1.219 -0.3765
O 0.600 -0.204 1.001 -0.4070
C 2.386 -1.192 -0.293 -0.7121
C 0.004 -1.405 -1.028 -0.6360
C 0.968 -1.335 0.230 0.2296
C -0.327 2.546 0.038 -1.0624
C -2.320 0.385 1.067 -1.1080
Si -0.596 0.677 0.232 0.6694
H 3.020 -1.012 0.560 0.3666
H 2.805 -2.057 -0.866 0.3576
H -0.780 -2.122 -0.785 0.3159
H 0.490 -1.670 -1.949 0.2946
H 0.784 -2.237 0.811 0.3427
H -1.210 3.093 0.339 0.3472
H 0.523 2.872 0.647 0.3080
H -0.171 2.729 -1.039 0.2906
H -2.878 1.312 1.153 0.3208
H -2.768 -0.270 0.364 0.3044
H -2.354 -0.132 2.030 0.3317
```

Properties
F_max: 0.0410 hartree/bohr
relative energy (zero: lowest compared OMol25 entry of this formula, charge and spin): 5.4 kcal/mol
E_tot: -29860.8004 eV

(12)
The following is a quantum chemistry calculation of C5H11CoO4 as an isolated structure at a distorted geometry, from the Open Molecules 2025 dataset.

Structure (XYZ):
```
21
Properties=species:S:1:pos:R:3:mulliken_charge:R:1
O -4.108 0.039 -2.685 -0.4470
C -3.824 0.379 -1.527 0.0836
C -2.462 0.327 -1.004 -0.2966
O -1.522 0.159 -2.040 -0.3410
C -0.973 1.376 -2.541 -0.5370
C -0.510 1.143 -3.954 -0.5839
O -1.624 0.687 -4.704 -0.1513
C -1.399 0.664 -6.102 -1.0632
Co -2.481 -1.092 -3.704 0.0662
H -4.617 0.717 -0.834 0.3415
H -2.336 -0.648 -0.152 0.1830
H -0.129 1.696 -1.912 0.3110
H -1.742 2.162 -2.526 0.3787
H 0.296 0.390 -3.992 0.3663
H -0.129 2.087 -4.371 0.3554
H -2.284 0.219 -6.570 0.2734
H -1.256 1.689 -6.477 0.2750
H -0.513 0.056 -6.346 0.3379
H -2.230 1.172 -0.325 0.3471
O -2.104 -1.825 1.081 -1.0638
H -2.878 -2.389 1.152 0.1649
```

Properties
spin multiplicity: 4
F_max: 0.0409 hartree/bohr
relative energy (zero: lowest compared OMol25 entry of this formula, charge and spin): 1.5 kcal/mol
E_tot: -51175.7442 eV
<S²>: 3.760
net charge: -1

(13)
The following is a quantum chemistry calculation of a 3-piece molecular cluster, C5H11F2PS3 overall at a distorted geometry, from the Open Molecules 2025 dataset.

Structure (XYZ):
```
22
Properties=species:S:1:pos:R:3:mulliken_charge:R:1
C -2.897 2.823 -1.123 -0.8272
C -0.276 -3.475 2.813 -0.3568
C -1.911 1.761 -1.645 -0.5121
C -0.230 -3.069 4.223 -0.0616
C 1.377 4.956 1.860 0.3145
F 0.068 5.309 1.771 -0.2367
F 1.947 5.703 0.861 -0.2379
P 0.274 0.764 0.598 0.2654
S -1.101 -0.636 0.844 -0.3019
S -0.155 2.025 -1.092 -0.1154
S -0.855 -3.880 5.503 -0.2245
H -2.290 3.812 -1.176 0.2561
H -3.685 2.914 -1.944 0.2791
H -3.200 2.731 -0.058 0.2694
H -0.387 -2.639 2.098 -0.1512
H 0.507 -4.195 2.505 0.2748
H -1.184 -4.045 2.735 0.2840
H -1.709 1.795 -2.767 0.2749
H -2.296 0.845 -1.412 0.4311
H 1.627 5.275 2.847 0.1767
H 0.342 -2.042 4.387 0.2130
H 1.483 3.945 1.589 -0.0136
```

Properties
F_max: 0.0626 hartree/bohr
relative energy (zero: lowest compared OMol25 entry of this formula, charge and spin): 0.0 kcal/mol
E_tot: -52591.2542 eV
SMILES: CCSP=S.CC=S.FCF